55
Properties=species:S:1:pos:R:3 method="wB97M-V/def2-TZVPD" e_homo_ev="-8.9 / -9.0" e_lumo_ev="0.289 / 0.677" energy_ev=-73312.1516 multiplicity=2
O -1.208 -0.733 1.368
V -0.186 0.017 0.419
C 0.575 1.590 3.052
O -0.846 1.730 2.885
O 0.991 0.693 2.134
C 1.153 3.021 3.020
F 0.699 3.700 4.122
F 2.488 3.092 3.134
F 0.718 3.695 1.939
C -1.656 1.590 4.056
C -3.056 1.884 3.575
H -3.260 2.851 3.123
H -3.384 1.121 2.862
H -3.743 1.739 4.417
H -1.385 2.355 4.790
H -1.602 0.604 4.523
H 0.782 1.253 4.080
C -0.767 -1.297 -2.632
O -0.483 -2.681 -2.348
O -0.867 -0.588 -1.516
C 0.285 -0.776 -3.634
F -0.027 -1.231 -4.867
F 0.335 0.559 -3.707
F 1.526 -1.211 -3.353
C -1.118 -3.608 -3.208
C -0.895 -4.999 -2.626
H -1.490 -5.696 -3.217
H 0.161 -5.265 -2.682
H -1.207 -5.025 -1.584
H -0.825 -3.508 -4.256
H -2.204 -3.438 -3.194
H -1.718 -1.329 -3.176
C 1.103 -3.050 0.717
O 1.323 -1.711 0.314
C 2.469 -1.554 -0.506
C 2.796 -0.061 -0.635
O 1.574 0.659 -0.713
C 1.690 2.078 -0.825
C 0.339 2.721 -0.854
O -0.671 2.068 -0.055
C -1.912 2.732 -0.031
H 0.945 -3.739 -0.117
H 0.235 -3.062 1.369
H 1.984 -3.438 1.237
H 2.302 -1.943 -1.511
H 3.331 -2.047 -0.052
H 3.240 0.003 -1.632
H 3.426 0.282 0.185
H 2.257 2.351 -1.719
H 2.321 2.379 0.018
H -0.073 2.625 -1.867
H 0.318 3.789 -0.636
H -2.194 2.933 -1.072
H -1.863 3.702 0.469
H -2.725 2.171 0.418

53
Properties=species:S:1:pos:R:3 method="wB97M-V/def2-TZVPD" e_homo_ev="-5.6 / -5.7" e_lumo_ev="-0.649 / -0.668" e_above_lowest_ev=2.129 energy_ev=-39633.5366 multiplicity=3
O -1.062 -0.575 -4.151
H -1.126 -1.547 -4.081
Pd 0.383 0.284 -0.353
N 1.507 -1.256 -1.124
N -1.005 -1.432 -0.557
N 0.466 2.380 -0.393
N -1.126 1.002 0.905
O 2.722 -1.011 -1.290
O 1.311 2.920 -1.200
O -1.777 0.211 1.733
O -2.165 -1.569 0.016
C -0.483 -2.506 -1.170
C 0.912 -2.459 -1.401
C -0.436 3.104 0.299
C -1.390 2.313 0.969
C 1.679 -3.644 -1.859
H 1.275 -4.013 -2.806
H 1.640 -4.480 -1.152
H 2.724 -3.397 -2.007
C -1.349 -3.697 -1.366
H -2.173 -3.496 -2.063
H -1.781 -4.053 -0.423
H -0.771 -4.521 -1.781
C -0.539 4.584 0.203
C -2.598 2.805 1.680
H 0.142 5.010 -0.539
H -0.371 5.113 1.154
H -1.565 4.829 -0.093
H -3.213 1.933 1.918
H -3.200 3.489 1.071
H -2.352 3.336 2.610
H 1.088 1.687 -2.169
H -2.060 -0.615 1.019
C -2.245 0.214 -4.235
H -3.059 -0.450 -4.011
H -2.314 0.718 -5.203
H -2.115 0.925 -3.455
O 0.431 0.894 -2.394
H -0.332 -0.104 -3.618
H -0.419 1.396 -2.325
N 2.980 -0.580 5.187
C 2.352 -0.398 3.996
C 1.274 -1.239 3.611
C 0.710 -1.060 2.355
N 1.173 -0.109 1.538
C 2.171 0.713 1.869
C 2.778 0.626 3.112
H 2.729 -1.337 5.804
H 3.770 -0.005 5.446
H 0.870 -2.025 4.255
H -0.102 -1.678 1.982
H 2.473 1.442 1.110
H 3.569 1.329 3.377